# 1
# H22O11

A 11-piece molecular cluster, H22O11 overall (the ωB97M-V functional and the def2-TZVPD basis, the Open Molecules 2025 dataset).

XYZ file:
```
33
Properties=species:S:1:pos:R:3:forces:R:3:mulliken_charge:R:1
O 3.399 -29.420 0.449 -0.033 -0.022 -0.064 -0.60
H 2.627 -29.853 0.826 0.029 0.073 0.033 0.28
H 3.040 -28.807 -0.213 -0.006 -0.191 0.055 0.37
O 2.128 -28.214 -1.874 0.204 0.087 -0.123 -0.65
H 2.224 -28.976 -2.458 0.039 0.045 0.084 0.34
H 2.616 -27.492 -2.299 -0.323 -0.080 0.134 0.33
O 1.383 -24.845 0.671 0.046 0.079 -0.022 -0.63
H 0.904 -24.121 0.255 -0.006 -0.079 -0.015 0.30
H 2.276 -24.786 0.313 -0.071 0.011 0.021 0.32
O 8.492 -26.297 -1.299 -0.013 0.106 -0.041 -0.68
H 7.897 -25.768 -0.752 0.043 -0.247 -0.070 0.32
H 8.201 -27.209 -1.150 -0.085 -0.001 0.068 0.39
O 3.977 -23.379 0.141 0.131 0.188 -0.064 -0.57
H 4.639 -22.914 -0.386 -0.044 -0.045 0.054 0.26
H 3.566 -22.694 0.686 -0.023 -0.115 -0.022 0.30
O 6.696 -28.626 -0.476 0.079 0.300 -0.151 -0.64
H 6.768 -28.762 0.476 -0.050 -0.047 0.030 0.35
H 6.088 -27.869 -0.566 0.122 -0.256 0.126 0.33
O 4.993 -26.352 -0.391 -0.228 0.107 0.107 -0.38
H 5.282 -25.435 -0.321 0.120 -0.095 0.015 0.18
H 4.161 -26.313 -0.882 0.163 0.017 -0.063 0.22
O 5.235 -28.352 2.513 0.346 -0.202 -0.137 -0.65
H 5.382 -27.514 2.059 -0.186 0.029 0.042 0.30
H 4.855 -28.936 1.838 -0.247 0.282 0.036 0.33
O 7.536 -24.538 0.780 0.042 0.291 -0.092 -0.57
H 8.479 -24.332 0.760 -0.075 -0.096 -0.015 0.28
H 7.184 -24.052 1.531 -0.013 -0.193 0.089 0.23
O 4.937 -24.565 2.798 0.118 0.025 -0.204 -0.59
H 5.497 -23.795 2.937 -0.145 0.042 0.126 0.26
H 4.616 -24.482 1.888 0.003 -0.006 0.148 0.36
O 3.343 -25.708 -2.875 0.039 -0.108 -0.217 -0.65
H 3.567 -26.129 -3.715 0.111 0.142 0.065 0.29
H 3.342 -24.764 -3.065 -0.086 -0.043 0.067 0.26
```
Forces are in eV/Å.

LUMO level: -0.590 eV
Kohn-Sham gap: 9.66 eV
Energy relative to the best compared isomer or geometry (same formula, charge and spin): 32.4 kcal/mol

# 2
# H22O11

H22O11 as an isolated structure at a distorted geometry (the ωB97M-V functional and the def2-TZVPD basis, the Open Molecules 2025 dataset).

XYZ file:
```
33
Properties=species:S:1:pos:R:3:forces:R:3:mulliken_charge:R:1
H -0.262 -0.221 0.707 -0.184 0.139 -0.191 0.31
H 0.819 -1.093 0.090 -0.353 0.046 0.300 0.12
H 1.204 1.772 2.557 -0.872 0.036 -1.209 0.36
H 1.146 0.588 1.607 -0.116 0.108 -0.103 0.19
H -2.431 -4.505 0.430 0.030 -0.098 -0.152 0.30
H -2.989 -3.303 -0.315 0.103 0.172 -0.407 0.34
H 2.137 -1.193 -0.907 0.457 -0.070 -0.387 0.25
H 0.815 -1.027 -1.639 0.015 0.156 -0.506 0.49
H -4.576 0.710 0.962 -0.046 0.113 -0.050 0.32
H -3.590 1.189 2.015 -0.015 0.086 -0.045 0.32
H 0.110 3.727 -1.670 0.157 -0.032 -0.108 0.27
H -0.197 3.020 -2.980 0.081 -0.099 0.030 0.30
H 0.942 3.215 0.500 0.153 -0.361 0.194 0.35
H 0.166 4.519 0.408 0.088 0.100 0.222 0.29
H 3.606 1.824 2.351 0.541 0.028 0.203 0.28
H 2.641 1.714 3.520 0.919 -0.031 0.697 0.29
H -0.744 -1.841 -3.290 0.072 -0.184 -0.181 0.31
H -0.602 -1.056 -4.584 0.054 0.029 0.063 0.30
H 2.894 -2.142 1.687 0.069 -0.102 0.128 0.30
H 2.775 -2.073 3.200 0.008 -0.030 -0.044 0.32
H -2.945 -0.999 -0.341 0.102 0.177 -0.099 0.34
H -2.158 -1.254 -1.616 -0.008 0.005 0.177 0.28
O -0.119 -1.088 0.311 -0.177 -0.052 0.294 -0.48
O 1.474 1.491 1.676 -12.123 0.755 -7.710 -0.58
O -2.695 -4.211 -0.450 0.000 -0.295 0.421 -0.62
O 1.761 -0.869 -1.733 0.269 -0.092 0.344 -0.61
O -3.853 1.332 1.098 0.066 -0.275 0.079 -0.65
O 0.399 2.992 -2.223 -0.208 0.121 0.026 -0.57
O 0.969 4.137 0.779 -0.272 0.294 -0.224 -0.63
O 2.827 1.342 2.651 11.742 -0.990 8.173 -0.59
O -0.179 -1.196 -3.729 -0.343 -0.025 0.043 -0.64
O 2.537 -2.620 2.443 -0.003 0.191 -0.059 -0.62
O -2.968 -1.507 -1.159 -0.207 0.180 0.081 -0.65
```
Forces are in eV/Å.

LUMO level: -0.145 eV
Kohn-Sham gap: 7.68 eV
Energy relative to the best compared isomer or geometry (same formula, charge and spin): 176.1 kcal/mol

# 3
# H22O11

A 11-piece molecular cluster, H22O11 overall at a distorted geometry (the ωB97M-V functional and the def2-TZVPD basis, the Open Molecules 2025 dataset).

XYZ file:
```
33
Properties=species:S:1:pos:R:3:forces:R:3:mulliken_charge:R:1
O -1.837 -0.711 1.780 -0.645 0.284 1.217 -0.53
H -1.100 -0.509 1.204 1.388 0.155 -0.823 0.42
H -2.525 -1.021 1.192 -0.592 -0.247 -0.231 0.35
O 1.046 -1.057 -2.381 -0.310 0.227 0.153 -0.65
H 1.726 -1.040 -3.054 0.516 0.090 -0.137 0.27
H 0.246 -0.804 -2.842 -0.410 0.071 -0.279 0.30
O -1.064 2.414 -0.814 0.096 -0.166 0.106 -0.66
H -1.991 2.562 -0.629 -0.354 0.124 0.193 0.30
H -1.041 2.165 -1.738 0.138 0.104 -0.383 0.29
O 0.250 0.019 0.244 -0.357 -0.139 0.537 -0.59
H 0.168 -0.292 -0.657 0.094 -0.308 -0.532 0.23
H 0.281 0.973 0.167 -0.227 0.602 -0.067 0.38
O 0.870 4.018 0.415 0.282 -0.013 0.203 -0.71
H 0.510 4.720 0.956 0.005 0.411 0.147 0.36
H 0.111 3.651 -0.038 -0.405 -0.155 -0.493 0.37
O -2.233 -1.275 -1.873 0.514 0.249 0.256 -0.59
H -2.358 -1.974 -2.515 -0.145 -0.347 -0.130 0.30
H -2.655 -0.511 -2.264 -0.296 0.178 -0.115 0.30
O 1.648 2.252 2.313 -0.453 -1.074 0.642 -0.59
H 2.270 2.831 2.754 0.255 0.035 0.212 0.29
H 1.285 2.784 1.605 0.012 0.773 -0.722 0.41
O -1.294 1.635 3.145 -0.551 0.761 -0.153 -0.35
H -0.375 1.435 2.965 1.532 0.113 0.028 0.36
H -1.747 0.799 3.037 -0.690 -1.168 0.026 0.42
O 2.896 -0.277 0.296 0.987 0.218 -0.109 -0.55
H 2.934 -1.210 0.085 0.126 -0.431 0.007 0.33
H 1.961 -0.085 0.368 -0.498 -0.044 0.294 0.40
O 0.708 -3.618 -1.644 -0.219 -0.500 0.225 -0.67
H 0.709 -2.740 -2.025 0.302 0.567 -0.193 0.36
H 0.136 -4.128 -2.217 -0.083 -0.386 -0.089 0.33
O 0.096 -3.473 1.054 -0.238 0.558 0.890 -0.55
H 0.306 -4.401 0.951 0.064 -0.299 -0.076 0.30
H 0.064 -3.134 0.160 0.161 -0.242 -0.601 0.38
```
Forces are in eV/Å.

Multiplicity: 2
LUMO level (alpha / beta): -3.493 / -10.204 eV
Charge: +1
Kohn-Sham gap (alpha / beta): 10.86 / 2.91 eV
⟨S²⟩: 0.757
Energy relative to the best compared isomer or geometry (same formula, charge and spin): 15.9 kcal/mol